100
Properties=species:S:1:pos:R:3:forces:R:3:lowdin_charge:R:1 method="wB97M-V/def2-TZVPD" e_above_lowest_ev=1.131 total_energy_ha=-3102.43382 e_homo_ev=-8.03 homo_lumo_gap_ev=5.92 charge=+1 multiplicity=1
Ba 0.4706 -0.7812 -0.0992 1.335 -1.234 0.621 1.77
C 2.3672 1.1817 3.6586 -0.027 0.001 -0.029 -0.06
C 1.4510 2.2206 3.7771 0.052 -0.004 0.029 -0.04
C 0.1802 2.0654 3.2606 -0.036 -0.085 -0.103 0.00
C -0.1582 0.8610 2.6304 0.612 0.735 0.588 -0.25
N 0.7487 -0.0977 2.4626 -0.023 -0.116 0.457 -0.06
C 1.9673 0.0509 2.9693 0.191 0.094 0.061 -0.16
C -1.5416 0.5752 2.2372 -1.275 0.322 0.443 -0.29
C -2.5600 1.0721 3.0359 0.364 -0.027 -0.070 -0.04
C -3.8723 0.7058 2.7225 -0.089 -0.093 -0.104 -0.05
C -4.1101 -0.1620 1.6973 0.041 0.034 0.018 0.00
C -3.0233 -0.6790 0.9283 -0.002 0.298 0.256 -0.21
N -1.7603 -0.2210 1.1889 -0.492 -0.345 -0.191 -0.01
C -3.2537 -1.6576 -0.0635 -0.329 0.017 0.116 -0.21
C -4.3577 -2.5390 -0.0833 0.136 -0.230 -0.198 -0.04
C -4.2321 -3.7793 -0.6529 -0.319 0.124 0.140 -0.10
C -2.9298 -4.2214 -1.0414 0.276 0.264 -0.063 -0.09
C -1.9054 -3.3494 -1.1283 0.265 -0.523 -0.093 -0.08
N -2.2201 -1.9750 -0.9961 0.064 0.295 -0.164 -0.02
H 3.3601 1.2547 4.0799 0.017 -0.030 -0.005 0.11
H 1.7242 3.1394 4.2805 -0.006 0.005 0.000 0.12
H -0.5442 2.8624 3.3321 -0.017 0.002 -0.008 0.10
H 2.6479 -0.7809 2.8099 0.031 0.044 0.002 0.11
H -2.3536 1.6922 3.8945 0.058 0.008 0.009 0.11
H -4.6929 1.0975 3.3098 -0.038 -0.020 -0.021 0.11
H -5.1218 -0.4566 1.4646 -0.014 -0.021 -0.024 0.11
H -5.2745 -2.2765 0.4262 -0.037 0.007 0.013 0.11
H -5.0579 -4.4752 -0.6584 -0.019 0.023 0.010 0.09
H -2.7479 -5.2732 -1.2179 0.053 -0.012 -0.006 0.11
H -0.8885 -3.6012 -1.4001 -0.042 -0.033 0.012 0.10
C 2.8233 -4.1712 -2.1469 -0.028 -0.007 0.053 -0.29
P 2.4714 -3.5297 -0.4690 0.120 -0.060 -0.063 0.76
C 4.1648 -3.5159 0.2431 -0.099 0.027 -0.033 -0.28
C 1.7766 -5.0398 0.3255 0.057 -0.075 -0.087 -0.44
C 1.5315 -4.8697 1.8221 -0.116 0.076 0.088 -0.44
P 0.3040 -3.5259 2.1881 0.004 -0.222 0.124 0.81
C -1.2573 -4.4899 2.1903 0.087 0.073 0.017 -0.28
C 0.5763 -3.3487 4.0001 -0.069 0.105 -0.174 -0.29
H 1.8836 -4.3479 -2.6707 0.012 -0.011 -0.037 0.04
H 3.3964 -5.0991 -2.1106 0.004 -0.007 -0.029 0.05
H 3.3860 -3.4252 -2.7082 0.003 -0.013 -0.036 0.04
H 4.6564 -4.4829 0.1219 0.016 -0.004 0.016 0.05
H 4.1241 -3.2647 1.3029 0.037 0.002 0.015 0.03
H 4.7559 -2.7494 -0.2593 0.029 -0.005 0.014 0.03
H 2.4552 -5.8800 0.1444 -0.024 0.016 -0.036 0.09
H 0.8388 -5.2699 -0.1920 0.001 -0.009 0.024 0.07
H 2.4623 -4.6156 2.3365 0.024 0.028 -0.032 0.07
H 1.1906 -5.8132 2.2576 -0.024 0.029 0.019 0.09
H -1.1987 -5.3586 2.8483 0.018 0.010 0.031 0.05
H -1.4850 -4.8107 1.1753 -0.037 -0.016 0.023 0.01
H -2.0710 -3.8408 2.5176 -0.044 -0.012 -0.033 0.04
H 0.5354 -4.3101 4.5136 -0.008 -0.024 -0.010 0.05
H -0.1967 -2.6947 4.4063 0.019 -0.002 0.031 0.04
H 1.5446 -2.8843 4.1898 0.004 0.007 0.013 0.03
O -0.5378 -1.1685 -2.2562 -0.836 -0.131 -1.340 -0.27
C -1.7154 -1.0448 -1.8268 -0.037 -0.020 -0.066 -0.53
C -2.5547 0.1451 -2.1348 -0.384 0.166 -0.072 -0.14
C -3.8482 -0.1164 -2.6046 0.012 -0.113 0.009 0.00
C -4.6691 0.9022 -3.0435 0.014 -0.074 0.009 -0.05
C -4.2155 2.2152 -3.0152 0.081 0.067 0.025 -0.05
C -2.9431 2.4844 -2.5493 -0.129 0.001 -0.004 -0.07
C -2.1007 1.4640 -2.1014 -0.316 0.051 -0.173 -0.30
P -0.4330 1.8898 -1.5460 0.274 0.116 -0.162 1.03
C 0.2457 2.6619 -3.0590 0.041 0.142 0.150 -0.35
C 0.8603 1.8097 -3.9744 -0.044 -0.045 0.067 -0.09
C 1.3645 2.3079 -5.1657 0.034 -0.058 -0.057 -0.08
C 1.2742 3.6627 -5.4465 0.003 0.008 -0.012 -0.08
C 0.6683 4.5175 -4.5374 -0.005 0.063 -0.019 -0.07
C 0.1521 4.0222 -3.3501 0.005 -0.089 -0.014 -0.10
C -0.6837 3.2643 -0.3851 0.027 0.032 0.135 -0.37
C -1.8163 3.3501 0.4238 0.033 -0.022 -0.083 -0.09
C -1.8946 4.3128 1.4195 -0.005 0.088 0.018 -0.08
C -0.8441 5.1957 1.6252 -0.083 0.025 0.061 -0.09
C 0.2960 5.1042 0.8398 0.085 -0.019 -0.039 -0.08
C 0.3810 4.1382 -0.1506 -0.020 0.010 0.048 -0.11
H -4.1958 -1.1421 -2.6298 -0.006 0.000 -0.005 0.12
H -5.6579 0.6740 -3.4181 -0.005 -0.012 0.007 0.11
H -4.8479 3.0215 -3.3627 -0.001 0.000 0.002 0.11
H -2.5880 3.5071 -2.5310 0.001 0.025 0.000 0.11
H 0.9120 0.7482 -3.7546 0.028 0.002 -0.036 0.10
H 1.8272 1.6387 -5.8798 -0.003 -0.013 0.014 0.11
H 1.6714 4.0522 -6.3744 0.001 0.000 -0.003 0.11
H 0.5922 5.5747 -4.7569 -0.005 0.000 0.004 0.11
H -0.3206 4.6994 -2.6502 -0.009 0.007 -0.005 0.10
H -2.6401 2.6607 0.2828 -0.018 -0.009 -0.032 0.11
H -2.7843 4.3750 2.0335 -0.008 -0.005 -0.002 0.11
H -0.9131 5.9564 2.3923 -0.016 -0.002 0.002 0.11
H 1.1170 5.7937 0.9933 -0.001 -0.002 -0.002 0.11
H 1.2730 4.0694 -0.7637 0.016 0.019 0.030 0.10
C 5.0177 3.0751 0.7039 0.040 -0.074 -0.068 -0.07
N 3.8100 2.2790 0.6117 -0.055 -0.060 -0.010 0.04
C 3.6317 1.2183 -0.2050 0.169 0.459 0.195 -0.60
N 4.6509 0.9046 -1.0435 -0.135 -0.096 -0.029 0.20
O 2.5847 0.5562 -0.1684 0.518 0.126 -0.101 -0.27
H 4.8633 3.8685 1.4292 -0.030 -0.010 0.018 0.09
H 5.2517 3.5493 -0.2520 0.010 0.010 0.020 0.09
H 5.8697 2.4734 1.0291 0.017 0.042 -0.014 0.09
H 3.0682 2.4268 1.2770 -0.033 -0.016 -0.041 0.12
H 5.4080 1.5434 -1.2069 0.013 0.003 -0.010 0.10
H 4.4333 0.2438 -1.7693 0.038 0.004 -0.006 0.12